(1)
Entry from the Open Molecules 2025 dataset: a cluster of 14 separate species, C67H171N9O22 in total (ωB97M-V/def2-TZVPD).

Last column: Löwdin charge in e.
Positions of all 269 atoms, in Å:
C 9.23762 3.94686 -5.89760  -0.06
C 9.96253 3.07770 -4.84697  -0.49
C 9.68031 3.39736 -3.39557  -0.06
O 9.43273 1.77644 -5.12994  -0.07
H 9.40627 5.01078 -5.73106  0.07
H 8.15470 3.89112 -5.78692  0.08
H 9.47762 3.68966 -6.92928  0.08
H 11.04354 3.05826 -4.98526  0.13
H 8.59561 3.29214 -3.37410  0.08
H 9.95169 4.43928 -3.22569  0.08
H 10.25401 2.80024 -2.68677  0.08
H 10.10306 1.13887 -5.38639  0.08
C 5.46226 -4.94648 -1.57350  -0.07
C 4.09576 -5.18913 -0.97358  -0.45
C 4.08251 -4.74200 0.52997  -0.07
O 3.12947 -4.36136 -1.61147  -0.07
H 6.19673 -4.42210 -0.96221  0.07
H 5.53676 -4.38205 -2.50299  0.08
H 5.84416 -5.96328 -1.48182  0.08
H 3.76761 -6.22190 -1.09099  0.13
H 4.52815 -5.48221 1.19449  0.07
H 3.09927 -4.65615 0.99253  0.07
H 4.53852 -3.79342 0.81344  0.07
H 3.23760 -3.47426 -1.26081  0.07
C -1.36517 1.91295 -8.09516  -0.08
C -0.36332 3.02980 -8.24772  -0.47
C -0.59069 3.81744 -9.54461  -0.06
O -0.78364 3.88161 -7.17839  -0.07
H -2.34277 2.22381 -7.72670  0.08
H -0.99198 1.07608 -7.50484  0.07
H -1.62111 1.51372 -9.07660  0.07
H 0.64199 2.60890 -8.23095  0.14
H 0.26425 4.47312 -9.70980  0.07
H -1.53320 4.36014 -9.61705  0.09
H -0.42695 3.22199 -10.44280  0.07
H -0.46592 3.55016 -6.33531  0.09
C 13.40724 -3.03458 1.83485  -0.06
C 12.03455 -3.66261 2.06114  -0.41
C 11.08994 -3.50957 0.80679  -0.07
O 12.19608 -5.11663 2.13928  -0.09
H 13.94783 -2.80347 2.75271  0.07
H 13.27116 -2.08353 1.31999  0.07
H 14.11201 -3.67578 1.30546  0.08
H 11.55262 -3.32320 2.97801  0.13
H 11.57321 -3.85439 -0.10735  0.08
H 10.60773 -2.53527 0.72736  0.08
H 10.30460 -4.25724 0.69569  0.06
H 11.44126 -5.43860 1.64110  0.05
C 2.93480 -1.89541 -10.84783  -0.05
C 3.60694 -2.81546 -9.87242  -0.50
C 3.31157 -2.51968 -8.38353  -0.06
O 3.32193 -4.17229 -10.11271  -0.05
H 3.53752 -1.65132 -11.72262  0.08
H 2.40625 -1.10088 -10.32110  0.08
H 2.05130 -2.32169 -11.32303  0.07
H 4.69189 -2.71076 -9.86819  0.13
H 2.30174 -2.81600 -8.09974  0.08
H 3.39603 -1.44630 -8.21375  0.07
H 4.04031 -2.96752 -7.70790  0.07
H 2.58470 -4.39179 -10.68708  0.08
C -3.29930 7.21266 -2.84515  -0.05
C -4.35550 6.10461 -3.04048  -0.42
C -5.83316 6.54465 -2.68930  -0.21
O -6.14297 7.01542 -1.38249  -0.17
C -6.36020 5.89188 -0.51026  -0.11
N -4.42409 5.50405 -4.39206  0.03
H -2.36015 6.93015 -3.32082  0.07
H -3.22620 7.60976 -1.83269  0.08
H -3.57007 8.02029 -3.52524  0.07
H -4.05203 5.25815 -2.42445  0.11
H -6.57822 5.83506 -3.04910  0.11
H -6.00130 7.39840 -3.34577  0.12
H -6.53841 6.32027 0.47606  0.08
H -5.56509 5.20412 -0.22233  0.08
H -7.32968 5.45665 -0.75268  0.09
H -3.52856 5.28519 -4.80465  0.06
H -4.73496 4.56963 -4.16774  0.06
C 5.05073 0.95028 0.98105  -0.09
O 4.05468 1.08495 -0.02914  -0.23
C 4.27513 0.51435 -1.31113  -0.17
C 3.25966 1.36530 -2.27920  -0.20
N 1.91699 0.80980 -2.29614  -0.04
C 1.06589 1.71166 -1.43889  -0.19
C -0.42896 1.34601 -1.39600  -0.23
O -0.93225 1.26705 -2.70805  -0.21
C -2.26631 0.72753 -2.87130  -0.09
H 6.03309 1.23615 0.60510  0.09
H 4.94181 -0.00541 1.49378  0.08
H 4.72486 1.70766 1.69398  0.08
H 4.10680 -0.56249 -1.32415  0.10
H 5.26567 0.71199 -1.72085  0.10
H 3.50968 1.26364 -3.33527  0.11
H 3.35595 2.43634 -2.10116  0.11
H 1.71776 1.02862 -3.26181  0.09
H 1.10105 2.79040 -1.59113  0.11
H 1.45477 1.65694 -0.42209  0.11
H -1.04063 2.15031 -0.98727  0.12
H -0.66343 0.39006 -0.92772  0.12
H -3.03767 1.49644 -2.82796  0.07
H -2.66541 -0.05328 -2.22387  0.08
H -2.29055 0.24981 -3.85074  0.08
C -9.97291 1.72028 0.30202  -0.09
O -11.14652 2.59553 0.21145  -0.20
C -11.69001 3.04067 1.49075  -0.20
C -12.92396 3.89911 1.20657  -0.25
N -13.42376 4.28480 2.49219  -0.06
C -14.81700 4.79957 2.30746  -0.16
C -15.89974 3.74042 1.89404  -0.23
O -15.97510 3.63551 0.53938  -0.20
C -16.31143 2.41472 0.04694  -0.15
H -9.34166 1.86365 1.17898  0.07
H -9.36134 2.03333 -0.54419  0.08
H -10.19741 0.65489 0.25069  0.08
H -10.94611 3.42261 2.18993  0.12
H -12.19623 2.17859 1.92511  0.12
H -13.66112 3.24815 0.73654  0.11
H -12.68175 4.68231 0.48822  0.13
H -12.77690 5.00694 2.77536  0.11
H -14.87137 5.69683 1.69097  0.12
H -15.13749 5.07948 3.31098  0.10
H -16.86204 4.22839 2.04884  0.13
H -15.78064 2.77936 2.39433  0.13
H -16.44205 2.25049 -1.02267  0.09
H -17.23715 2.00118 0.44710  0.08
H -15.59816 1.66930 0.39864  0.08
C -9.17417 -3.85741 4.56393  -0.11
O -7.86584 -3.77879 3.99116  -0.18
C -7.10088 -2.82443 4.66703  -0.25
C -5.60981 -3.09020 4.42979  -0.25
N -5.13847 -2.60014 3.17992  -0.05
C -3.67378 -2.55333 3.14433  -0.19
C -2.96571 -3.96427 3.13875  -0.19
O -3.44696 -4.68343 1.97396  -0.20
C -2.96191 -6.06437 1.80801  -0.07
H -9.21036 -4.68046 5.27764  0.09
H -9.80376 -4.16402 3.72864  0.08
H -9.72374 -2.96243 4.85563  0.09
H -7.33535 -2.80975 5.73141  0.12
H -7.36760 -1.86399 4.22600  0.12
H -5.62659 -4.17198 4.56235  0.11
H -5.04030 -2.79357 5.31057  0.12
H -5.54191 -3.19151 2.46746  0.11
H -3.32479 -1.81688 3.86817  0.11
H -3.44886 -2.03820 2.21044  0.10
H -3.23671 -4.35949 4.11777  0.10
H -1.88173 -3.84984 3.13721  0.11
H -3.18927 -6.51890 0.84374  0.08
H -3.35937 -6.75237 2.55419  0.08
H -1.87627 -6.09278 1.90121  0.08
C -8.12263 -1.93654 -4.51011  -0.13
O -7.85795 -2.74028 -3.38604  -0.18
C -7.46229 -4.05649 -3.83529  -0.23
C -7.58206 -5.06392 -2.75520  -0.21
N -7.46399 -6.51980 -3.20378  -0.03
C -8.00555 -7.32986 -2.11238  -0.23
C -7.48471 -8.74370 -2.26884  -0.17
O -6.16823 -8.69380 -1.57349  -0.21
C -5.61929 -9.92954 -1.09769  -0.12
H -8.10974 -0.90586 -4.15567  0.09
H -9.08520 -2.27396 -4.89446  0.09
H -7.34133 -1.89230 -5.26887  0.08
H -6.44269 -4.15393 -4.20812  0.12
H -8.20228 -4.34429 -4.58208  0.12
H -8.58346 -4.85304 -2.37992  0.12
H -6.94749 -4.84533 -1.89634  0.12
H -6.46232 -6.63115 -3.13779  0.09
H -9.05961 -7.35602 -2.38877  0.12
H -7.81558 -6.95756 -1.10570  0.12
H -7.48457 -9.24460 -3.23694  0.12
H -8.10694 -9.40995 -1.67131  0.11
H -5.43887 -10.79869 -1.73024  0.08
H -6.13086 -10.32887 -0.22194  0.08
H -4.62333 -9.62135 -0.77960  0.08
C 2.95268 0.06075 4.84573  -0.07
O 2.72209 -0.35983 6.20743  -0.19
C 3.45193 0.18963 7.21115  -0.27
C 4.56723 -0.69797 7.76282  -0.22
N 5.83512 -0.51251 7.06085  -0.04
C 6.95931 -1.08577 7.88221  -0.19
C 7.21153 -2.53798 7.59746  -0.24
O 7.70769 -3.08393 6.37066  -0.19
C 7.86093 -4.53977 6.33561  -0.08
H 3.94522 -0.25509 4.52447  0.08
H 2.83438 1.14409 4.86723  0.08
H 2.18584 -0.32143 4.17193  0.09
H 2.72165 0.30914 8.01147  0.12
H 3.97050 1.09118 6.88499  0.12
H 4.30288 -1.75497 7.73173  0.11
H 4.68553 -0.51236 8.83036  0.11
H 5.88294 -1.13808 6.26935  0.09
H 6.67881 -1.04152 8.93458  0.11
H 7.89650 -0.52923 7.87583  0.11
H 6.24325 -2.97927 7.83369  0.11
H 7.91318 -2.95561 8.31952  0.12
H 8.83639 -4.89582 6.66699  0.08
H 7.71215 -4.90081 5.31796  0.08
H 7.11788 -5.10151 6.90167  0.08
C 11.87785 9.54747 0.78486  -0.07
O 10.46831 9.30521 1.10506  -0.19
C 10.28228 8.11749 1.82606  -0.26
C 8.84404 8.02026 2.36123  -0.21
N 7.79581 7.62789 1.41721  -0.08
C 6.45238 8.00250 1.81721  -0.18
C 5.94884 7.35431 3.18134  -0.18
O 5.76435 8.48404 4.05120  -0.20
C 4.94378 8.19766 5.16012  -0.13
H 11.98547 10.30769 0.01118  0.08
H 12.50550 8.67888 0.58563  0.08
H 12.26616 10.00460 1.69499  0.08
H 10.92028 8.14552 2.70939  0.12
H 10.35768 7.18344 1.26932  0.12
H 8.75736 9.05422 2.69517  0.12
H 8.74359 7.41048 3.25909  0.11
H 7.99854 7.89336 0.46404  0.11
H 5.72031 8.00971 1.00966  0.11
H 6.50516 9.06811 2.04033  0.10
H 6.64393 6.64435 3.62955  0.11
H 5.01498 6.82512 2.99170  0.11
H 3.95708 7.85096 4.85300  0.08
H 4.81107 9.06973 5.80043  0.09
H 5.30134 7.39849 5.80939  0.08
C -3.44169 -5.55863 -4.87301  -0.08
O -4.39071 -6.58058 -5.30959  -0.21
C -4.62506 -6.45178 -6.70800  -0.24
C -5.32668 -7.67416 -7.28365  -0.20
N -6.72779 -7.27651 -7.37128  -0.06
C -7.43882 -8.32122 -8.09822  -0.19
C -8.77895 -7.74124 -8.71755  -0.20
O -9.17485 -8.62392 -9.76487  -0.19
C -10.48683 -8.46367 -10.14871  -0.16
H -3.19841 -5.80786 -3.84015  0.08
H -3.95011 -4.60219 -4.99475  0.08
H -2.48996 -5.63887 -5.39825  0.08
H -3.59785 -6.36894 -7.06307  0.10
H -5.02519 -5.50179 -7.06229  0.12
H -5.26325 -8.51061 -6.58765  0.12
H -4.81994 -8.01688 -8.18580  0.12
H -7.02227 -7.28321 -6.40519  0.11
H -7.63056 -9.31220 -7.68678  0.12
H -6.84431 -8.49540 -8.99506  0.11
H -8.58653 -6.74211 -9.10846  0.11
H -9.59033 -7.53985 -8.01812  0.11
H -10.72589 -7.51558 -10.63044  0.08
H -11.20829 -8.47315 -9.33170  0.08
H -10.67563 -9.31582 -10.80162  0.09
C 9.01240 3.77353 7.06813  -0.14
O 8.80056 3.82639 8.44342  -0.19
C 8.07770 5.07507 8.80724  -0.15
C 7.14985 4.88091 10.02420  -0.22
N 6.15826 3.87842 9.93940  -0.09
C 5.13956 3.89126 10.89374  -0.24
C 5.36718 3.11450 12.17375  -0.23
O 6.29769 3.69956 13.03138  -0.19
C 5.79784 4.66472 13.96400  -0.10
H 9.69777 2.97900 6.77302  0.09
H 9.38053 4.76275 6.79607  0.08
H 8.05937 3.64371 6.55530  0.08
H 7.53660 5.62830 8.03962  0.11
H 8.80535 5.84625 9.06001  0.11
H 6.48086 5.74097 10.05323  0.11
H 7.59103 4.90193 11.02070  0.11
H 6.52276 2.96195 9.72186  0.12
H 4.36669 3.28447 10.42195  0.11
H 4.77111 4.90757 11.03320  0.13
H 5.68744 2.09925 11.93964  0.12
H 4.46010 3.00752 12.76862  0.12
H 5.27952 5.51889 13.52829  0.08
H 6.57763 5.03663 14.62861  0.08
H 5.12361 4.20288 14.68527  0.08

As for the strongest force on any atom: 3.6 eV/A. As for the net charge: 0. The calculation puts the relative energy (zero: lowest compared OMol25 entry of this formula, charge and spin) at 573.1 kJ/mol.

=====

(2)
Entry from the Open Molecules 2025 dataset: a structure of composition C3H8N2O (ωB97M-V/def2-TZVPD).

Last column: natural (NBO) charge in e.
Positions of all 14 atoms, in Å:
C 0.19393 1.25437 -1.38304  -0.05
C 1.00870 0.16170 -0.71049  -0.25
C -0.87758 -1.12726 2.03846  -0.21
H -1.44205 0.77005 0.06206  0.52
H -0.30152 0.92522 -2.60233  0.14
H 0.91713 2.19787 -1.66486  0.19
H 1.64473 -0.59957 -1.43734  0.20
H 1.83281 0.71961 -0.13745  0.19
H 0.55255 -1.61963 0.32511  0.36
H -2.05539 -1.08049 2.37445  0.21
H 0.04155 -1.89546 2.60456  0.20
N 0.11251 -0.73087 0.03484  -0.44
N -0.92163 -0.52014 0.82065  -0.26
O -0.70571 1.54461 -0.32462  -0.80

As for the strongest force on any atom: 5.3 eV/A. As for the net charge: 0. The calculation puts the relative energy (zero: lowest compared OMol25 entry of this formula, charge and spin) at 675.6 kJ/mol.